(1)
DFT (the ωB97M-V functional and the def2-TZVPD basis) results for a molecular structure, C45H62BrN5OSe5Ta.

Results
Kohn-Sham gap: 0.1932 Ha
LUMO energy: -4.13 eV
total charge: +1
E_HOMO: -9.39 eV
molecular weight: 1344.68 g/mol
total energy: -455495.0379 eV
max |F|: 0.0118 Eh/bohr

Atoms and positions in Å:
Ta: -0.57 -1.31 -0.21
C: -2.01 -2.01 -3.78
N: -0.63 -1.77 -3.31
C: 0.07 -0.91 -4.26
C: 0.00 -3.04 -3.09
C: 0.93 -3.59 -3.95
C: 1.52 -4.82 -3.66
C: 1.16 -5.50 -2.50
C: 0.24 -4.94 -1.63
C: -0.33 -3.72 -1.91
N: -1.21 -3.04 -1.00
C: -2.35 -3.70 -0.49
C: -2.73 -4.99 -0.85
C: -3.84 -5.57 -0.25
C: -4.59 -4.89 0.69
C: -4.24 -3.59 1.01
C: -3.13 -3.01 0.43
N: -2.79 -1.59 0.64
C: -2.96 -1.17 2.05
C: -3.72 -0.79 -0.20
H: -2.00 -2.56 -4.73
H: -2.57 -2.58 -3.05
H: -2.51 -1.05 -3.94
H: 0.00 -1.28 -5.29
H: -0.37 0.08 -4.23
H: 1.13 -0.84 -3.99
H: 1.21 -3.07 -4.86
H: 2.24 -5.24 -4.33
H: 1.61 -6.45 -2.27
H: -0.02 -5.45 -0.71
H: -2.17 -5.54 -1.59
H: -4.12 -6.58 -0.53
H: -5.45 -5.35 1.16
H: -4.84 -3.03 1.72
H: -4.01 -1.23 2.34
H: -2.37 -1.81 2.71
H: -2.63 -0.14 2.15
H: -4.75 -0.98 0.13
H: -3.49 0.27 -0.10
H: -3.62 -1.09 -1.24
C: -2.81 6.52 0.59
C: -1.98 5.58 1.47
C: -0.61 6.22 1.73
C: -2.72 5.40 2.81
C: -1.77 4.22 0.82
C: -1.10 3.21 1.52
C: -0.93 2.00 0.92
Br: 0.03 0.63 1.81
C: -1.40 1.69 -0.36
O: -1.19 0.39 -0.81
C: -1.99 2.70 -1.12
C: -2.17 3.93 -0.48
C: -2.27 2.59 -2.62
C: -3.03 1.32 -2.99
C: -3.10 3.77 -3.14
C: -0.90 2.61 -3.31
H: -2.98 7.45 1.13
H: -3.78 6.09 0.35
H: -2.29 6.76 -0.34
H: -0.74 7.20 2.21
H: -0.08 6.37 0.79
H: 0.01 5.61 2.38
H: -2.89 6.37 3.27
H: -2.14 4.80 3.51
H: -3.68 4.91 2.66
H: -0.71 3.38 2.52
H: -2.63 4.72 -1.04
H: -4.05 1.34 -2.60
H: -2.54 0.42 -2.63
H: -3.10 1.25 -4.08
H: -4.01 3.92 -2.56
H: -3.39 3.57 -4.17
H: -2.53 4.70 -3.14
H: -0.27 1.79 -2.95
H: -0.37 3.54 -3.09
H: -1.02 2.52 -4.39
Se: 1.73 -0.90 -1.06
Se: 3.14 -1.80 0.59
Se: 1.94 -3.69 1.12
Se: 0.04 -2.62 1.99
C: 5.63 3.30 -4.18
C: 5.66 1.78 -3.97
C: 4.61 1.25 -2.99
C: 4.93 1.45 -1.52
N: 4.87 2.83 -1.06
C: 3.72 3.52 -0.85
Se: 2.01 2.88 -1.09
N: 4.07 4.75 -0.39
C: 3.12 5.83 -0.13
C: 2.67 6.51 -1.42
C: 3.78 7.25 -2.17
C: 4.24 8.53 -1.49
C: 5.45 4.83 -0.27
C: 6.28 5.85 0.18
C: 7.64 5.59 0.19
C: 8.15 4.37 -0.24
C: 7.32 3.35 -0.69
C: 5.96 3.61 -0.69
H: 6.34 3.60 -4.95
H: 5.89 3.84 -3.27
H: 4.63 3.62 -4.49
H: 6.66 1.47 -3.65
H: 5.49 1.30 -4.94
H: 4.48 0.18 -3.14
H: 3.64 1.72 -3.20
H: 5.95 1.10 -1.31
H: 4.25 0.86 -0.90
H: 3.61 6.53 0.55
H: 2.27 5.39 0.39
H: 1.87 7.22 -1.17
H: 2.22 5.75 -2.05
H: 3.41 7.50 -3.17
H: 4.63 6.58 -2.32
H: 3.39 9.19 -1.30
H: 4.95 9.08 -2.11
H: 4.72 8.34 -0.53
H: 5.89 6.80 0.52
H: 8.32 6.36 0.53
H: 9.22 4.21 -0.23
H: 7.73 2.41 -1.03


(2)
DFT (the ωB97M-V functional and the def2-TZVPD basis) results for 2 unconnected molecules or ions with the total composition C3H14N6 in a non-equilibrium geometry.

Results
Kohn-Sham gap: 0.2437 Ha
LUMO energy: -10.07 eV
total charge: +2
E_HOMO: -16.70 eV
molecular weight: 134.19 g/mol
total energy: -12256.5736 eV
max |F|: 0.1178 Eh/bohr
energy above the lowest of the compared OMol25 structures with the same formula, charge and spin: 6.710 eV

Atoms and positions in Å:
C: -0.19 -0.68 -0.19
C: 1.44 -2.09 -1.46
C: -2.11 0.70 0.69
N: 0.14 -1.70 -0.83
N: 1.75 1.90 1.35
N: -1.40 -0.57 0.42
N: 1.17 1.79 0.20
N: -1.99 -1.94 0.52
N: 0.88 2.84 -0.50
H: 2.20 -1.33 -1.53
H: 1.30 -2.43 -2.58
H: 1.83 -3.08 -0.92
H: -2.05 1.25 -0.19
H: -3.16 0.55 1.08
H: -1.52 1.18 1.54
H: 2.11 2.68 1.88
H: 2.00 1.04 1.84
H: -2.71 -2.17 -0.15
H: -0.33 -2.58 -1.09
H: -2.43 -2.09 1.43
H: 1.30 3.62 -0.08
H: 1.19 2.80 -1.55
H: 0.59 0.34 0.13


(3)
DFT (the ωB97M-V functional and the def2-TZVPD basis) results for 2 unconnected molecules or ions with the total composition C3H6N2 in a non-equilibrium geometry.

Results
Kohn-Sham gap: 0.4336 Ha
LUMO energy: 0.93 eV
E_HOMO: -10.87 eV
molecular weight: 70.09 g/mol
total energy: -6186.7238 eV
max |F|: 0.0297 Eh/bohr
energy above the lowest of the compared OMol25 structures with the same formula, charge and spin: 1.821 eV

Atoms and positions in Å:
C: -0.85 -0.16 -1.42
C: 0.14 -0.15 -0.31
N: 0.77 0.83 0.18
C: -0.34 -1.07 2.87
N: 0.52 -0.34 2.54
H: -1.79 -0.59 -1.05
H: -1.04 0.85 -1.80
H: -0.50 -0.80 -2.24
H: 0.30 -1.12 0.18
H: 0.98 0.29 1.87
H: 0.55 1.72 -0.29


(4)
DFT (the ωB97M-V functional and the def2-TZVPD basis) results for a molecular structure, C2H4OV in a non-equilibrium geometry.

Results
Kohn-Sham gap (spin up / spin down): 0.2618 / 0.2816 Ha
LUMO energy (spin up / spin down): -0.94 / -0.69 eV
expectation value of S²: 3.76
E_HOMO (spin up / spin down): -8.06 / -8.35 eV
spin multiplicity: 4
molecular weight: 95.00 g/mol
total energy: -29868.5695 eV
max |F|: 0.0454 Eh/bohr
energy above the lowest of the compared OMol25 structures with the same formula, charge and spin: 1.954 eV

Atoms and positions in Å:
H: -1.29 0.67 -1.92
V: 0.03 -0.05 -1.22
C: 1.17 -1.30 -0.02
H: 1.78 -1.88 -0.72
H: 1.75 -0.58 0.58
C: 0.28 -2.10 0.78
O: -0.95 -2.17 0.67
H: 0.77 -2.67 1.60


(5)
DFT (the ωB97M-V functional and the def2-TZVPD basis) results for 2 unconnected molecules or ions with the total composition C17H22N6O4 in a non-equilibrium geometry.

Results
Kohn-Sham gap: 0.2331 Ha
SMILES: COC(=O)[C@H]1CCCN1C1=CCCCC1.O=[N+]([O-])c1ccc2nnnn2c1
LUMO energy: -1.06 eV
E_HOMO: -7.40 eV
molecular weight: 374.40 g/mol
total energy: -35110.8593 eV
max |F|: 0.0453 Eh/bohr
energy above the lowest of the compared OMol25 structures with the same formula, charge and spin: 0.653 eV

Atoms and positions in Å:
C: -3.65 1.91 -2.05
O: -2.29 1.55 -2.32
C: -1.44 1.95 -1.36
O: -1.82 2.55 -0.37
C: 0.00 1.60 -1.69
C: 0.56 2.63 -2.69
C: 1.71 3.32 -1.97
C: 2.06 2.45 -0.76
N: 0.87 1.64 -0.54
C: 0.76 0.75 0.47
C: -0.46 0.10 0.81
C: -0.77 0.00 2.28
C: 0.45 -0.38 3.14
C: 1.68 -0.62 2.29
C: 1.95 0.58 1.38
H: -4.22 1.48 -2.88
H: -3.97 1.48 -1.09
H: -3.76 3.00 -2.03
H: 0.02 0.58 -2.11
H: 0.90 2.08 -3.57
H: -0.23 3.33 -3.00
H: 2.58 3.44 -2.62
H: 1.40 4.31 -1.63
H: 2.92 1.80 -0.99
H: 2.32 3.04 0.13
H: -1.35 0.35 0.23
H: -1.14 0.99 2.60
H: -1.61 -0.69 2.39
H: 0.64 0.44 3.86
H: 0.23 -1.27 3.74
H: 2.56 -0.86 2.90
H: 1.48 -1.49 1.64
H: 2.87 0.39 0.79
H: 2.13 1.51 1.97
O: -3.16 -1.97 1.11
N: -2.47 -2.99 1.42
O: -2.92 -3.88 2.17
C: -1.16 -3.03 0.85
C: -0.23 -4.06 1.11
C: 1.00 -4.08 0.49
C: 1.29 -3.07 -0.45
N: 2.37 -2.77 -1.19
N: 2.05 -1.66 -1.91
N: 0.83 -1.26 -1.66
N: 0.31 -2.12 -0.74
C: -0.85 -1.92 0.00
H: -0.55 -4.84 1.81
H: 1.78 -4.83 0.62
H: -1.67 -1.48 -0.58


(6)
DFT (the ωB97M-V functional and the def2-TZVPD basis) results for 7 unconnected molecules or ions with the total composition C28H56O21 in a non-equilibrium geometry.

Results
Kohn-Sham gap: 0.3999 Ha
SMILES: CCOC(=O)OC.CCOC(=O)OC.CCOC(=O)OC.CCOC(=O)OC.CCOC(=O)OC.CCOC(=O)OC.CCOC(=O)OC
LUMO energy: 0.41 eV
E_HOMO: -10.47 eV
molecular weight: 728.73 g/mol
total energy: -72941.0253 eV
max |F|: 0.0426 Eh/bohr
energy above the lowest of the compared OMol25 structures with the same formula, charge and spin: 2.098 eV

Atoms and positions in Å:
C: 5.81 -4.98 3.50
C: 4.51 -5.55 2.93
O: 3.88 -4.54 2.14
C: 2.70 -4.88 1.60
O: 2.19 -5.95 1.67
O: 2.06 -3.79 1.11
C: 2.87 -2.61 0.84
H: 6.44 -5.87 3.58
H: 5.69 -4.45 4.44
H: 6.29 -4.43 2.69
H: 3.88 -5.90 3.75
H: 4.72 -6.34 2.21
H: 2.43 -2.12 -0.03
H: 3.84 -2.94 0.46
H: 2.95 -2.00 1.73
C: -4.02 -4.57 -5.03
C: -3.88 -5.20 -3.65
O: -2.84 -4.51 -3.00
C: -2.34 -4.97 -1.84
O: -2.78 -5.89 -1.19
O: -1.23 -4.32 -1.60
C: -0.52 -4.58 -0.39
H: -4.89 -4.94 -5.58
H: -3.16 -4.66 -5.70
H: -4.12 -3.49 -4.93
H: -3.71 -6.27 -3.73
H: -4.88 -5.13 -3.20
H: 0.19 -3.78 -0.18
H: -0.06 -5.56 -0.39
H: -1.24 -4.63 0.43
C: 0.19 3.00 0.85
C: 0.29 1.52 0.48
O: -0.73 1.24 -0.48
C: -0.82 -0.03 -0.88
O: -0.15 -0.96 -0.56
O: -1.88 -0.08 -1.71
C: -2.20 -1.38 -2.24
H: 1.20 3.26 1.16
H: -0.55 3.01 1.65
H: -0.16 3.56 -0.01
H: 0.15 0.87 1.35
H: 1.27 1.21 0.10
H: -1.80 -1.51 -3.24
H: -3.27 -1.52 -2.16
H: -1.71 -2.10 -1.58
C: 4.72 0.70 -0.75
C: 5.72 0.58 0.38
O: 5.35 -0.54 1.21
C: 6.18 -0.80 2.20
O: 7.37 -0.54 2.23
O: 5.54 -1.28 3.23
C: 6.22 -1.59 4.44
H: 4.84 1.66 -1.26
H: 3.67 0.89 -0.51
H: 4.89 -0.15 -1.40
H: 5.74 1.45 1.04
H: 6.72 0.42 -0.02
H: 5.49 -1.96 5.15
H: 6.78 -0.71 4.77
H: 6.96 -2.37 4.25
C: 5.22 6.42 -0.29
C: 5.83 6.53 1.11
O: 4.84 6.36 2.12
C: 4.36 5.13 2.38
O: 4.73 4.08 1.95
O: 3.43 5.29 3.31
C: 2.78 4.14 3.80
H: 5.19 5.39 -0.64
H: 5.77 7.05 -0.98
H: 4.18 6.73 -0.21
H: 6.26 7.53 1.16
H: 6.58 5.78 1.35
H: 2.53 3.43 3.02
H: 1.97 4.36 4.50
H: 3.50 3.68 4.49
C: -4.82 2.48 2.59
C: -3.76 3.52 2.88
O: -4.32 4.71 3.44
C: -3.58 5.80 3.34
O: -2.58 5.97 2.68
O: -4.14 6.73 4.10
C: -3.49 8.01 4.17
H: -5.53 2.83 1.84
H: -5.45 2.14 3.41
H: -4.34 1.62 2.12
H: -3.30 3.75 1.91
H: -2.92 3.15 3.47
H: -2.41 7.99 4.14
H: -3.90 8.48 5.06
H: -3.91 8.55 3.32
C: -5.82 -0.45 -3.50
C: -7.03 -1.05 -4.22
O: -6.91 -1.09 -5.62
C: -7.45 -2.08 -6.31
O: -7.97 -3.08 -5.88
O: -7.29 -1.83 -7.59
C: -7.73 -2.75 -8.55
H: -4.94 -0.88 -3.97
H: -5.94 -0.66 -2.44
H: -5.79 0.64 -3.57
H: -7.88 -0.44 -3.91
H: -7.10 -2.03 -3.75
H: -8.79 -2.59 -8.79
H: -7.66 -3.78 -8.22
H: -7.27 -2.57 -9.52


(7)
DFT (the ωB97M-V functional and the def2-TZVPD basis) results for a gas-phase ion, C12H10Cl3FN (charge +1) in a non-equilibrium geometry.

Results
Kohn-Sham gap: 0.2392 Ha
SMILES: C[C@H](Cl)[C@@H](Cl)c1ccc2c(F)c[nH+]cc2c1Cl
LUMO energy: -5.71 eV
total charge: +1
E_HOMO: -12.22 eV
molecular weight: 293.58 g/mol
total energy: -54360.5345 eV
max |F|: 0.1081 Eh/bohr
energy above the lowest of the compared OMol25 structures with the same formula, charge and spin: 14.918 eV

Atoms and positions in Å:
C: 4.60 -0.40 1.36
C: 3.01 -0.42 0.93
Cl: 2.58 -2.16 0.38
C: 2.63 0.61 -0.31
Cl: 3.69 0.41 -1.82
C: 1.04 0.27 -0.68
C: 0.60 -0.59 -2.03
C: -1.04 -0.84 -2.21
C: -2.17 -0.32 -1.12
C: -3.80 -0.59 -1.28
F: -4.24 -1.39 -2.46
C: -4.82 0.02 -0.12
N: -4.30 0.78 1.07
C: -2.82 1.05 1.32
C: -1.70 0.53 0.21
C: -0.07 0.82 0.41
Cl: 0.36 1.81 1.95
H: 4.76 -1.37 2.04
H: 4.81 0.52 2.07
H: 5.34 -0.50 0.46
H: 2.36 -0.20 1.89
H: 2.61 1.75 0.04
H: 1.39 -0.99 -2.82
H: -1.40 -1.43 -3.16
H: -5.98 -0.15 -0.23
H: -4.96 1.14 1.82
H: -2.49 1.63 2.30


(8)
DFT (the ωB97M-V functional and the def2-TZVPD basis) results for a molecular structure, C5H10O2.

Results
Kohn-Sham gap (spin up / spin down): 0.3106 / 0.3106 Ha
LUMO energy (spin up / spin down): 0.66 / 0.66 eV
E_HOMO (spin up / spin down): -7.80 / -7.79 eV
molecular weight: 102.13 g/mol
total energy: -9436.3181 eV
max |F|: 0.0071 Eh/bohr
energy above the lowest of the compared OMol25 structures with the same formula, charge and spin: 6.725 eV

Atoms and positions in Å:
O: -1.71 -1.43 -1.76
C: -1.78 -0.61 -0.62
C: -0.42 -0.14 -0.17
C: -0.17 0.92 0.87
C: 1.08 1.43 0.11
C: 1.68 -0.80 0.35
O: 0.49 -1.17 -0.14
H: -0.98 -2.05 -1.62
H: -2.31 -1.12 0.20
H: -2.38 0.27 -0.89
H: 0.56 0.65 -0.88
H: 0.01 0.54 1.89
H: -0.98 1.65 0.92
H: 2.02 1.63 0.63
H: 0.80 2.33 -0.45
H: 1.73 -0.49 1.39
H: 2.49 -1.42 -0.02


(9)
DFT (the ωB97M-V functional and the def2-TZVPD basis) results for 15 unconnected molecules or ions with the total composition C25H46Cl28NOP in a non-equilibrium geometry.

Results
Kohn-Sham gap: 0.2775 Ha
LUMO energy: -0.26 eV
E_HOMO: -7.81 eV
molecular weight: 1400.31 g/mol
total energy: -390113.8984 eV
max |F|: 0.1239 Eh/bohr

Atoms and positions in Å:
C: 2.18 -0.64 1.76
O: 2.59 0.17 0.56
C: 1.81 1.41 0.69
C: 2.14 2.56 -0.43
C: 0.74 3.23 -1.02
C: 0.14 4.44 -0.09
C: -0.68 3.95 1.24
P: -2.56 3.73 0.98
C: -2.98 2.18 -0.07
C: -3.03 2.27 -1.69
C: -3.42 1.05 -2.73
C: -3.77 -0.36 -1.89
C: -3.64 -0.25 -0.27
N: -3.31 0.90 0.62
H: 1.10 -1.10 1.55
H: 2.99 -1.49 1.84
H: 2.17 0.01 2.75
H: 0.64 1.19 0.61
H: 1.93 1.94 1.75
H: 2.93 3.35 -0.09
H: 2.63 1.99 -1.36
H: -0.01 2.36 -1.25
H: 1.02 3.73 -2.07
H: -0.58 5.10 -0.76
H: 1.04 5.13 0.25
H: -0.55 4.82 2.05
H: -0.24 2.98 1.76
H: -3.10 3.48 2.32
H: -2.76 3.33 -2.17
H: -3.46 1.14 -3.90
H: -4.08 -1.36 -2.46
H: -3.86 -1.28 0.30
C: -5.56 3.96 4.62
Cl: -3.80 4.12 4.67
Cl: -6.32 5.45 4.03
H: -5.82 3.14 3.94
H: -5.93 3.75 5.62
C: 5.10 -1.25 -0.83
Cl: 6.82 -1.13 -1.20
Cl: 4.57 -2.94 -0.80
H: 4.91 -0.80 0.15
H: 4.53 -0.72 -1.60
C: -1.49 -3.87 -1.75
Cl: 0.27 -3.71 -1.69
Cl: -2.25 -2.38 -2.33
H: -1.75 -4.69 -2.42
H: -1.86 -4.09 -0.74
C: 6.66 -4.44 -3.29
Cl: 5.61 -4.45 -4.71
Cl: 8.02 -5.56 -3.50
H: 7.05 -3.43 -3.14
H: 6.08 -4.75 -2.42
C: 1.67 3.20 4.67
Cl: 0.04 2.56 4.40
Cl: 2.18 4.22 3.32
H: 1.66 3.80 5.59
H: 2.37 2.37 4.77
C: 4.31 -0.25 -4.61
Cl: 3.81 -1.74 -3.79
Cl: 4.45 1.09 -3.46
H: 5.28 -0.42 -5.08
H: 3.57 0.01 -5.37
C: 7.13 1.45 -6.70
Cl: 6.21 0.00 -7.14
Cl: 6.15 2.55 -5.72
H: 8.01 1.16 -6.14
H: 7.42 1.97 -7.62
C: 0.40 -4.85 1.67
Cl: -0.99 -5.73 1.02
Cl: 1.59 -5.97 2.35
H: 0.87 -4.28 0.87
H: 0.06 -4.18 2.46
C: 4.13 -2.03 4.84
Cl: 3.21 -3.48 4.41
Cl: 3.15 -0.93 5.83
H: 5.01 -2.32 5.41
H: 4.42 -1.51 3.93
C: -2.66 -6.35 4.30
Cl: -1.07 -6.72 4.99
Cl: -3.64 -5.41 5.44
H: -2.52 -5.77 3.39
H: -3.18 -7.28 4.08
C: -8.04 4.71 0.87
Cl: -9.09 4.71 -0.55
Cl: -6.68 3.60 0.67
H: -7.65 5.73 1.02
H: -8.62 4.41 1.75
C: -7.51 -0.15 0.14
Cl: -8.73 1.02 -0.39
Cl: -6.04 -0.01 -0.83
H: -7.26 0.05 1.19
H: -7.91 -1.16 0.03
C: 6.59 4.96 -8.43
Cl: 5.54 4.95 -9.85
Cl: 7.95 3.84 -8.63
H: 6.98 5.97 -8.28
H: 6.01 4.65 -7.55
C: -7.51 -6.84 5.18
Cl: -8.56 -6.84 3.76
Cl: -6.15 -7.95 4.98
H: -7.12 -5.82 5.33
H: -8.09 -7.14 6.06